## one
The following is a quantum chemistry calculation of a molecular structure, C4H10FN2O2, from the Open Molecules 2025 dataset.

Results
Net charge = -1
HOMO energy = -3.73 eV
Frontier orbital gap = 7.126 eV

CARTESIAN COORDINATES (ANGSTROEM)
C -0.475 -0.656 0.002
H -1.291 0.847 1.061
F 1.540 -1.153 -1.693
C -0.264 0.848 0.206
C 0.333 -1.557 0.922
H 1.411 -1.374 0.803
H 0.124 -1.315 1.977
H 0.083 -2.610 0.727
N -1.072 -1.054 -1.226
H -0.882 -0.294 -1.923
H -0.760 -1.988 -1.463
N -0.706 1.645 -0.929
O -1.899 1.631 -1.244
O 0.123 2.292 -1.555
C 1.067 1.244 0.784
H 1.128 0.909 1.830
H 1.901 0.731 0.283
H 1.228 2.322 0.657
H -1.588 -0.468 0.781

## two
The following is a quantum chemistry calculation of a molecular structure, C4H10FN2O2, from the Open Molecules 2025 dataset.

Results
Net charge = -1
HOMO energy = -2.91 eV
Frontier orbital gap = 6.810 eV

CARTESIAN COORDINATES (ANGSTROEM)
C -1.211 -0.022 0.213
H 0.558 -0.243 -1.422
F -2.047 0.795 1.539
C 0.118 0.689 0.214
C -2.192 0.402 -0.871
H -3.196 -0.011 -0.692
H -2.196 1.497 -0.953
H -1.846 0.012 -1.839
C -1.385 -1.406 0.801
H -2.461 -1.635 0.834
H -0.826 -2.139 0.205
H -0.977 -1.448 1.818
N 1.194 0.142 0.935
O 2.094 0.921 1.348
O 1.407 -1.102 0.926
N 0.083 2.084 0.095
H 1.051 2.453 0.173
H -0.485 2.534 0.805
H -0.143 -0.842 -1.393

two has the most favorable energy; the next structure is 101.0 kJ/mol above.

## one
The following is a quantum chemistry calculation of a molecular structure, C37H45AlAsCl4N5O7S2, from the Open Molecules 2025 dataset.

Results
Net charge = +2
HOMO energy = -12.16 eV
Frontier orbital gap = 6.983 eV

CARTESIAN COORDINATES (ANGSTROEM)
Al 1.067 -0.076 0.842
N -0.488 6.248 -2.016
C -1.235 7.016 -2.882
C -1.219 8.377 -3.183
C -2.132 8.803 -4.120
C -3.034 7.914 -4.743
C -3.044 6.574 -4.443
C -2.122 6.118 -3.494
N -1.910 4.845 -3.016
C -0.939 4.959 -2.148
C -0.421 3.817 -1.411
C 0.538 3.915 -0.397
C 0.954 2.775 0.248
N 0.490 1.555 -0.062
C -0.428 1.454 -1.045
C -0.908 2.545 -1.724
H 0.275 6.577 -1.451
H -0.531 9.066 -2.711
H -2.162 9.849 -4.390
H -3.730 8.305 -5.472
H -3.731 5.886 -4.917
H 0.957 4.865 -0.098
H 1.690 2.824 1.043
H -0.774 0.456 -1.283
H -1.654 2.432 -2.500
C 1.838 -1.033 7.153
C 1.793 0.167 6.211
C 1.108 -0.205 4.899
S 1.178 1.131 3.707
O 0.388 0.602 2.490
C 0.105 2.370 4.451
C -1.189 1.925 5.122
C -2.204 1.258 4.203
H 2.324 -0.767 8.089
H 2.392 -1.862 6.710
H 0.833 -1.386 7.386
H 2.807 0.523 6.011
H 1.260 0.990 6.691
H 0.062 -0.486 5.028
H 1.623 -1.030 4.400
H -0.085 3.055 3.620
H 0.761 2.891 5.153
H -1.622 2.832 5.549
H -0.965 1.281 5.975
H -2.389 1.867 3.315
H -3.152 1.132 4.723
H -1.871 0.273 3.876
O 2.561 -2.783 -0.452
Cl 2.590 -1.685 -1.369
O 2.234 -2.050 -2.683
O 3.847 -1.005 -1.308
O 1.541 -0.701 -0.905
C 5.254 0.925 0.624
As 4.372 -0.398 1.676
C 4.736 -0.016 3.513
C 4.980 -2.175 1.346
O 2.686 -0.235 1.534
H 6.330 0.778 0.723
H 4.988 1.907 1.010
H 4.957 0.819 -0.414
H 5.813 -0.042 3.680
H 4.260 -0.771 4.138
H 4.353 0.973 3.757
H 5.933 -2.285 1.864
H 5.097 -2.340 0.281
H 4.251 -2.873 1.752
Cl -3.346 1.249 -4.436
C -2.926 -0.293 -3.770
C -1.592 -0.625 -3.601
C -1.266 -1.845 -3.030
C -2.246 -2.754 -2.644
C -1.851 -4.067 -1.989
C -2.214 -4.114 -0.504
N -1.746 -2.915 0.194
C -2.545 -1.959 0.781
C -1.721 -0.963 1.182
N -0.423 -1.292 0.820
C -0.489 -2.483 0.225
O -0.458 -4.267 -2.053
C 0.004 -4.889 -3.261
C -0.522 -6.283 -3.410
C -0.251 -7.297 -2.537
Cl 0.750 -7.194 -1.146
S -1.018 -8.765 -2.960
C -1.733 -8.038 -4.332
C -1.388 -6.728 -4.451
C -3.574 -2.401 -2.866
Cl -4.854 -3.503 -2.452
C -3.930 -1.178 -3.414
H -0.817 0.056 -3.926
H -0.224 -2.110 -2.902
H -2.386 -4.896 -2.467
H -1.750 -4.995 -0.061
H -3.291 -4.167 -0.367
H -3.612 -2.076 0.852
H -1.952 -0.039 1.678
H 0.335 -3.034 -0.196
H 1.089 -4.878 -3.173
H -0.280 -4.287 -4.130
H -2.365 -8.620 -4.982
H -1.727 -6.091 -5.257
H -4.970 -0.929 -3.568

## two
The following is a quantum chemistry calculation of a molecular structure, C37H45AlAsCl4N5O7S2, from the Open Molecules 2025 dataset.

Results
Net charge = +2
HOMO energy = -12.47 eV
Frontier orbital gap = 7.143 eV

CARTESIAN COORDINATES (ANGSTROEM)
Al -0.164 1.269 1.372
N -3.839 -4.653 3.105
C -4.663 -5.691 2.751
C -5.276 -6.704 3.488
C -6.061 -7.583 2.780
C -6.231 -7.476 1.383
C -5.620 -6.482 0.658
C -4.823 -5.567 1.357
N -4.114 -4.487 0.899
C -3.541 -3.965 1.956
C -2.707 -2.783 1.879
C -2.089 -2.177 2.973
C -1.330 -1.043 2.791
N -1.133 -0.469 1.590
C -1.722 -1.065 0.533
C -2.498 -2.189 0.626
H -3.519 -4.452 4.036
H -5.138 -6.798 4.558
H -6.565 -8.384 3.305
H -6.855 -8.200 0.877
H -5.737 -6.399 -0.415
H -2.189 -2.571 3.975
H -0.852 -0.555 3.630
H -1.551 -0.604 -0.423
H -2.958 -2.639 -0.243
C -3.107 5.386 -0.928
C -2.316 4.740 0.206
C -3.224 4.197 1.305
S -2.194 3.440 2.580
O -1.738 2.121 1.907
C -3.441 2.916 3.798
C -3.909 1.472 3.660
C -4.758 1.199 2.418
H -2.427 5.772 -1.688
H -3.705 6.223 -0.568
H -3.785 4.672 -1.403
H -1.630 5.471 0.641
H -1.704 3.920 -0.179
H -3.923 3.440 0.946
H -3.780 5.000 1.797
H -4.275 3.614 3.709
H -2.949 3.082 4.757
H -4.487 1.254 4.559
H -3.043 0.810 3.670
H -5.517 1.974 2.284
H -5.283 0.248 2.512
H -4.136 1.155 1.523
O 2.564 2.220 3.384
Cl 1.184 2.467 3.261
O 0.681 3.396 4.191
O 0.869 2.909 1.869
O 0.419 1.203 3.343
C -2.629 1.643 -2.184
As -0.720 1.634 -1.969
C -0.026 3.245 -2.726
C 0.048 0.062 -2.777
O -0.338 1.647 -0.334
H -2.860 2.013 -3.182
H -3.045 2.321 -1.440
H -3.048 0.648 -2.061
H 0.138 3.111 -3.794
H 0.915 3.484 -2.239
H -0.748 4.042 -2.562
H 0.591 0.350 -3.676
H -0.733 -0.651 -3.033
H 0.734 -0.381 -2.056
Cl 7.350 -4.271 -3.618
C 6.790 -2.811 -2.901
C 5.790 -2.851 -1.940
C 5.357 -1.669 -1.366
C 5.894 -0.434 -1.725
C 5.434 0.860 -1.094
C 5.144 0.756 0.423
N 3.791 0.329 0.789
C 3.479 -0.781 1.543
C 2.135 -0.775 1.702
N 1.610 0.327 1.058
C 2.647 0.974 0.529
O 4.320 1.490 -1.723
C 3.579 0.826 -2.739
C 4.179 0.937 -4.111
C 4.523 2.108 -4.722
Cl 4.343 3.691 -4.089
S 5.231 1.866 -6.267
C 5.062 0.170 -6.118
C 4.496 -0.183 -4.936
C 6.885 -0.428 -2.710
Cl 7.588 1.055 -3.261
C 7.341 -1.602 -3.289
H 5.362 -3.800 -1.646
H 4.568 -1.716 -0.626
H 6.256 1.567 -1.180
H 5.321 1.730 0.875
H 5.837 0.044 0.864
H 4.231 -1.457 1.914
H 1.509 -1.477 2.229
H 2.591 1.895 -0.021
H 2.600 1.314 -2.707
H 3.438 -0.231 -2.505
H 5.399 -0.478 -6.913
H 4.315 -1.208 -4.636
H 8.119 -1.568 -4.039

one has the most favorable energy; the next structure is 73.8 kJ/mol above.

## one
The following is a quantum chemistry calculation of a molecular structure, C2HClO, from the Open Molecules 2025 dataset.

Results
Net charge = 0
HOMO energy (spin up / spin down) = -8.61 / -8.61 eV
Frontier orbital gap (spin up / spin down) = 8.472 / 8.472 eV

CARTESIAN COORDINATES (ANGSTROEM)
C 0.950 -0.015 0.040
C -0.288 -0.021 -0.451
O 1.461 0.599 0.865
Cl -1.133 -0.896 0.675
H -0.989 0.333 -1.128

## two
The following is a quantum chemistry calculation of C2HClO in the gas phase, from the Open Molecules 2025 dataset.

Results
Net charge = 0
HOMO energy = -9.60 eV
SMILES = O=C=CCl
Frontier orbital gap = 8.727 eV

CARTESIAN COORDINATES (ANGSTROEM)
O 0.416 -1.907 -0.542
C 0.491 -0.847 -0.194
C -0.207 0.218 0.123
Cl -0.438 1.669 1.472
H -0.263 0.867 -0.859

two has the most favorable energy; the next structure is 7.9 kJ/mol above.

## one
The following is a quantum chemistry calculation of 2 unconnected molecules or ions with the total composition C2H5NO3S, from the Open Molecules 2025 dataset.

Results
Net charge = 0
HOMO energy (spin up / spin down) = -9.46 / -9.46 eV
Frontier orbital gap (spin up / spin down) = 9.491 / 9.493 eV

CARTESIAN COORDINATES (ANGSTROEM)
C 0.954 0.316 0.639
C -0.412 0.513 -0.100
N 1.176 -0.960 0.990
O 1.664 1.291 0.774
O -0.217 -1.162 -1.338
O -0.667 1.507 -0.913
S -1.694 0.245 1.112
H 0.488 -1.585 0.741
H 2.126 -1.189 1.276
H -0.888 -1.390 -1.997
H 0.078 1.752 -1.473
H -2.609 0.663 0.289

## two
The following is a quantum chemistry calculation of 2 unconnected molecules or ions with the total composition C2H5NO3S, from the Open Molecules 2025 dataset.

Results
Net charge = 0
HOMO energy (spin up / spin down) = -8.83 / -8.75 eV
Frontier orbital gap (spin up / spin down) = 8.145 / 8.527 eV

CARTESIAN COORDINATES (ANGSTROEM)
C -0.381 0.976 0.064
C -2.461 -0.418 0.066
N 2.384 0.475 -0.179
O -0.255 2.139 0.034
O 0.907 -0.956 1.315
O 0.669 -1.113 -1.147
S 0.929 -0.333 0.027
H -1.928 -1.298 -0.224
H -2.709 -0.267 1.094
H -2.998 0.129 -0.681
H 2.875 0.199 -1.011
H 2.967 0.466 0.643

one has the most favorable energy; the next structure is 178.3 kJ/mol above.